The following is a quantum chemistry calculation of a molecular structure, C20H10Cl6NS2Sm, from the Open Molecules 2025 dataset.

Each line ends with the natural charge from an NBO analysis.
Element x y z (Å)
1 Sm 0.81 0.36 -0.55  1.7255
2 Cl -0.69 0.19 3.08  -0.0024
3 C -1.01 -1.21 2.07  -0.0296
4 C -0.59 -1.19 0.76  -0.5507
5 C -0.91 -2.29 0.01  0.0674
6 Cl -0.42 -2.21 -1.70  0.0339
7 C -1.57 -3.41 0.48  -0.1401
8 Cl -1.89 -4.77 -0.53  0.0565
9 C -1.96 -3.41 1.82  -0.0784
10 Cl -2.77 -4.77 2.48  0.0599
11 C -1.69 -2.29 2.63  -0.0970
12 Cl -2.20 -2.28 4.27  0.0551
13 S 0.23 1.06 -3.25  -0.2354
14 C -0.61 2.24 -2.32  -0.0784
15 N -0.58 2.29 -1.00  -0.6888
16 C -1.36 3.31 -0.48  0.1962
17 C -1.54 3.59 0.87  -0.2424
18 C -2.35 4.65 1.22  -0.1997
19 C -2.98 5.43 0.25  -0.2174
20 C -2.82 5.15 -1.10  -0.1928
21 C -2.00 4.09 -1.45  -0.2583
22 S -1.61 3.47 -3.03  0.4401
23 H -1.07 2.98 1.63  0.2237
24 H -2.50 4.88 2.27  0.2196
25 H -3.62 6.25 0.55  0.2196
26 H -3.31 5.75 -1.85  0.2229
27 Cl 2.64 -0.22 1.72  0.0333
28 C 2.73 -1.52 0.52  -0.1053
29 C 2.48 -2.83 0.92  -0.2083
30 C 2.56 -3.83 -0.02  -0.2381
31 C 2.91 -3.51 -1.34  -0.1975
32 C 3.17 -2.21 -1.71  -0.1613
33 C 3.11 -1.14 -0.78  -0.1059
34 C 3.20 0.25 -1.16  -0.8870
35 H 2.20 -3.03 1.94  0.2368
36 H 2.36 -4.86 0.26  0.2251
37 H 2.98 -4.30 -2.08  0.2208
38 H 3.44 -1.98 -2.73  0.2132
39 H 3.47 0.42 -2.20  0.2330
40 H 3.76 0.88 -0.48  0.2321

Results
total charge = 0
energy relative to the best compared isomer or geometry (same formula, charge and spin) = 0.0 kcal/mol
spin multiplicity = 6
HOMO energy (alpha / beta) = -7.9336 / -7.8884 eV
gap between HOMO and LUMO (alpha / beta) = 7.278 / 7.951 eV
E = -137102.9639 eV